Record 1
Computed, not measured: a single C5H5NO molecule at a distorted geometry, with ωB97M-V/def2-TZVPD.

```
12
Properties=species:S:1:pos:R:3
C 2.211 -0.984 -0.301
C 1.360 -0.269 0.164
C 0.524 0.715 0.897
O 0.771 1.140 1.996
C -0.629 0.911 -0.049
C -0.883 -0.405 -0.613
N -2.016 0.666 0.084
H 3.045 -1.563 -0.624
H -0.441 1.680 -0.796
H -0.865 -1.292 0.010
H -0.760 -0.611 -1.680
H -2.223 0.212 0.978
```

Computed properties:
- DFT total energy (hartree) = -323.34284
- SMILES string = C#CC(=O)[C@H]1CN1
- relative energy (zero: lowest compared OMol25 entry of this formula, charge and spin) (kJ/mol) = 464.31
- F_max (eV Å⁻¹) = 2.79
- LUMO (eV) = 0.03
- HOMO level (Ha) = -0.35402

Atom charges from the Mulliken analysis, given in e for atoms 1 to 8: atom 1 (C): 0.186, atom 2 (C): -0.470, atom 3 (C): 0.128, atom 4 (O): -0.521, atom 5 (C): 0.324, atom 6 (C): -0.761, atom 7 (N): -0.627, atom 8 (H): 0.433

---

Record 2
Computed, not measured: 2 unconnected molecules or ions with the total composition C4H13N2S at a distorted geometry, with ωB97M-V/def2-TZVPD.

```
20
Properties=species:S:1:pos:R:3
C -0.784 0.370 2.212
C 0.983 0.412 -2.286
C 0.332 -0.215 1.280
C 1.293 0.143 -0.854
N 2.527 -0.318 -0.507
N 0.292 0.245 -0.055
S -3.527 -0.637 -0.985
H -1.582 0.770 1.628
H -1.266 -0.403 2.962
H -0.502 1.237 2.758
H -0.105 0.451 -2.133
H 1.267 -0.393 -3.070
H 1.454 1.362 -2.592
H 0.298 -1.376 1.226
H 1.273 -0.139 1.750
H 2.818 -0.740 0.349
H 3.151 -0.552 -1.249
H -3.814 -1.494 0.047
H -0.499 0.893 -0.370
H -3.609 0.382 -0.111
```

Computed properties:
- DFT total energy (hartree) = -667.64272
- relative energy (zero: lowest compared OMol25 entry of this formula, charge and spin) (kJ/mol) = 97.37
- charge = +1
- F_max (eV Å⁻¹) = 4.10
- LUMO (eV) = -3.25
- HOMO level (Ha) = -0.47256

Atom charges from the Mulliken analysis, given in e for atoms 1 to 8: atom 1 (C): -1.079, atom 2 (C): -0.903, atom 3 (C): -0.420, atom 4 (C): 0.635, atom 5 (N): -0.362, atom 6 (N): -0.033, atom 7 (S): -0.345, atom 8 (H): 0.215

---

Record 3
Computed, not measured: 8 unconnected molecules or ions with the total composition C31H68BF3N7O10 at a distorted geometry, with ωB97M-V/def2-TZVPD.

```
120
Properties=species:S:1:pos:R:3
C -1.078 -0.734 -1.860
C -1.573 0.686 -2.257
C -0.414 1.702 -2.267
C -2.826 1.124 -1.466
C -2.723 1.853 -0.104
C -2.668 3.388 -0.241
C -1.650 1.357 0.903
O -0.520 2.185 0.935
B 0.224 2.213 2.210
O 1.615 2.686 1.958
C 2.330 1.558 1.559
C 1.698 0.399 2.379
C 1.615 -0.939 1.633
F 2.588 -1.789 2.058
F 0.490 -1.595 1.808
F 1.791 -0.862 0.310
O 0.423 0.832 2.741
H -1.360 -1.457 -2.636
H 0.015 -0.767 -1.769
H -1.520 -1.073 -0.916
H -1.911 0.586 -3.300
H 0.118 1.624 -3.228
H 0.305 1.464 -1.475
H -0.730 2.742 -2.174
H -3.406 1.792 -2.121
H -3.445 0.220 -1.342
H -3.688 1.652 0.389
H -1.653 3.755 -0.400
H -3.350 3.719 -1.033
H -3.038 3.833 0.691
H -1.369 0.311 0.706
H -2.126 1.355 1.904
H -0.318 2.984 3.005
H 3.378 1.688 1.874
H 2.305 1.370 0.475
H 2.301 0.210 3.282
C -7.241 5.237 2.171
C -5.938 4.486 2.051
O -5.644 3.852 1.048
N -5.096 4.505 3.115
C -5.290 5.150 4.393
H -7.787 5.099 1.242
H -7.824 4.824 2.993
H -7.083 6.305 2.335
H -4.241 3.989 2.964
H -4.504 5.885 4.579
H -5.276 4.415 5.200
H -6.250 5.655 4.414
C 2.611 4.086 -1.851
C 2.001 4.271 -3.221
O 0.809 4.468 -3.383
N 2.820 4.162 -4.309
C 4.236 3.850 -4.361
H 1.820 4.164 -1.109
H 3.075 3.102 -1.764
H 3.372 4.843 -1.654
H 2.331 4.292 -5.180
H 4.788 4.650 -4.864
H 4.396 2.924 -4.911
H 4.644 3.714 -3.367
C -7.227 1.114 2.277
C -8.085 1.566 3.434
O -7.922 2.642 3.991
N -9.067 0.721 3.857
C -9.407 -0.584 3.332
H -6.498 1.886 2.051
H -6.703 0.189 2.522
H -7.835 0.942 1.388
H -9.601 1.079 4.633
H -10.436 -0.601 2.968
H -9.300 -1.353 4.099
H -8.749 -0.834 2.506
C 5.492 -0.156 -1.085
C 4.978 0.368 -2.400
O 5.448 1.362 -2.940
N 3.944 -0.301 -2.969
C 3.239 -1.462 -2.456
H 6.302 0.487 -0.752
H 4.708 -0.152 -0.332
H 5.861 -1.176 -1.182
H 3.628 0.101 -3.838
H 3.309 -2.296 -3.158
H 2.186 -1.230 -2.293
H 3.667 -1.773 -1.509
C 8.740 -2.219 0.451
C 7.562 -3.119 0.751
O 6.419 -2.701 0.758
N 7.825 -4.430 1.018
C 9.108 -5.097 1.055
H 8.359 -1.220 0.264
H 9.431 -2.185 1.294
H 9.283 -2.564 -0.430
H 6.998 -4.972 1.213
H 9.148 -5.906 0.322
H 9.298 -5.521 2.043
H 9.903 -4.394 0.829
C -3.251 -3.421 -6.073
C -1.844 -2.952 -5.772
O -1.578 -2.319 -4.770
N -0.872 -3.265 -6.677
C -1.001 -4.002 -7.915
H -3.891 -3.089 -5.262
H -3.613 -2.997 -7.011
H -3.295 -4.509 -6.143
H 0.039 -2.921 -6.418
H -0.380 -4.899 -7.903
H -0.702 -3.389 -8.768
H -2.033 -4.306 -8.062
C 2.070 -5.565 6.503
C 2.602 -6.086 5.185
O 3.307 -7.084 5.131
N 2.264 -5.400 4.069
C 1.443 -4.203 3.951
H 2.428 -6.219 7.292
H 2.421 -4.550 6.691
H 0.980 -5.558 6.509
H 2.650 -5.790 3.223
H 0.576 -4.403 3.321
H 2.015 -3.397 3.498
H 1.095 -3.886 4.928
```

Computed properties:
- DFT total energy (hartree) = -2682.38318
- charge = -1
- F_max (eV Å⁻¹) = 1.25
- LUMO (eV) = 2.05
- HOMO level (Ha) = -0.17630

Atom charges from the Mulliken analysis, given in e for atoms 1 to 8: atom 1 (C): -1.039, atom 2 (C): 1.144, atom 3 (C): -1.078, atom 4 (C): -2.144, atom 5 (C): 1.830, atom 6 (C): -1.555, atom 7 (C): -0.800, atom 8 (O): -0.670

---

Record 4
Computed, not measured: 2 unconnected molecules or ions with the total composition C2H7NS at a distorted geometry, with ωB97M-V/def2-TZVPD.

```
11
Properties=species:S:1:pos:R:3
C -1.490 0.217 0.872
N -0.508 0.897 1.271
C 0.811 0.429 0.900
H -1.361 -0.675 0.253
H -2.482 0.546 1.167
H 0.886 -0.667 0.906
H 1.545 0.730 1.657
H 1.168 0.796 -0.059
S 0.143 -1.059 -2.710
H 0.303 0.253 -2.501
H 0.986 -1.465 -1.757
```

Computed properties:
- DFT total energy (hartree) = -533.29386
- SMILES string = C=NC.S
- relative energy (zero: lowest compared OMol25 entry of this formula, charge and spin) (kJ/mol) = 96.09
- F_max (eV Å⁻¹) = 1.23
- LUMO (eV) = 0.83
- HOMO level (Ha) = -0.35512

Atom charges from the Mulliken analysis, given in e for atoms 1 to 8: atom 1 (C): -0.152, atom 2 (N): -0.402, atom 3 (C): -0.640, atom 4 (H): 0.190, atom 5 (H): 0.269, atom 6 (H): 0.283, atom 7 (H): 0.293, atom 8 (H): 0.168

---

> Which formula does entry 1 have?

C5H5NO

---

> Among the records above, which one has the lowest LUMO?

C4H13N2S

---

> Which value of HOMO level does entry 2 give?

-0.47256 Ha